{"formula": "C14H33AlBBeBr2Cl3F2O8", "method": "the ωB97M-V functional and the def2-TZVPD basis", "symbols": ["O", "C", "C", "C", "B", "Cl", "H", "H", "H", "H", "H", "H", "H", "H", "C", "C", "O", "C", "O", "O", "F", "H", "H", "H", "C", "O", "H", "H", "H", "Be", "C", "Cl", "Cl", "H", "H", "C", "C", "O", "H", "H", "H", "H", "H", "H", "O", "H", "F", "C", "C", "O", "H", "H", "H", "H", "H", "H", "Al", "Br", "C", "C", "Br", "H", "H", "H", "H"], "coordinates": [[3.46, 3.47, 0.13], [2.06, 3.12, -0.20], [1.37, 4.42, -0.95], [0.13, 5.00, -0.06], [-1.17, 3.99, 0.06], [-1.72, 2.79, -1.26], [3.45, 4.25, 0.76], [1.48, 2.75, 0.75], [2.10, 2.24, -0.98], [1.12, 4.23, -2.09], [2.21, 5.27, -0.95], [-0.21, 6.05, -0.45], [0.54, 5.14, 1.05], [-1.80, 4.06, 1.08], [2.56, -1.19, -0.86], [2.01, -2.17, 0.12], [1.33, -1.35, 1.05], [0.93, -0.26, 0.33], [0.09, 0.53, 0.71], [1.59, -0.17, -0.87], [3.01, -2.81, 0.77], [3.53, -0.77, -0.55], [2.68, -1.63, -1.86], [1.32, -2.89, -0.31], [0.70, -5.09, 1.24], [0.51, -4.71, -0.01], [0.79, -6.17, 1.43], [1.60, -4.71, 1.75], [-0.08, -4.81, 1.97], [-1.70, -4.68, 1.94], [-1.92, -6.85, 5.52], [-3.48, -7.67, 5.42], [-1.40, -6.26, 3.94], [-2.01, -5.99, 6.21], [-1.17, -7.55, 5.91], [-2.86, -0.82, -3.26], [-4.34, -0.93, -2.96], [-4.58, -0.67, -1.59], [-2.29, -1.53, -2.65], [-2.66, -1.03, -4.32], [-2.49, 0.18, -3.03], [-4.70, -1.94, -3.18], [-4.92, -0.22, -3.56], [-4.26, 0.24, -1.41], [-1.46, -2.87, -4.89], [-1.58, -3.39, -4.12], [0.28, -1.08, -2.25], [5.13, -1.74, 3.96], [5.78, -1.35, 2.66], [5.73, -2.43, 1.74], [5.64, -2.61, 4.40], [5.17, -0.92, 4.68], [4.08, -2.03, 3.81], [6.83, -1.08, 2.81], [5.27, -0.49, 2.21], [4.79, -2.65, 1.60], [-0.32, -0.36, -4.19], [-2.87, 6.73, -0.71], [-3.93, 6.72, -2.35], [-5.25, 6.03, -2.14], [-5.03, 4.09, -2.12], [-3.31, 6.26, -3.13], [-4.08, 7.78, -2.59], [-5.93, 6.23, -2.97], [-5.75, 6.30, -1.20]], "gap_ev": 1.7, "energy_ha": -8164.40002, "charge": 2, "lumo_ev": -11.652, "fmax_ev_per_a": 6.7, "mol_weight_g_mol": 680.4}

{"formula": "Ca3H10N7O26", "method": "the ωB97M-V functional and the def2-TZVPD basis", "symbols": ["Ca", "Ca", "Ca", "N", "O", "O", "O", "N", "O", "O", "O", "N", "O", "O", "O", "N", "O", "O", "O", "N", "O", "O", "O", "N", "O", "O", "O", "N", "O", "O", "O", "O", "H", "H", "O", "H", "H", "O", "H", "H", "O", "H", "H", "O", "H", "H"], "coordinates": [[11.46, -2.80, -9.35], [11.63, -7.74, -12.90], [6.60, -5.55, -10.99], [8.72, -4.42, -13.80], [7.82, -4.66, -12.94], [9.29, -3.34, -13.88], [8.98, -5.22, -14.62], [6.35, -7.83, -8.27], [5.71, -7.19, -7.43], [6.76, -8.98, -8.06], [6.66, -7.22, -9.32], [10.09, -5.90, -10.13], [8.94, -5.70, -10.42], [10.75, -5.21, -9.48], [10.60, -6.95, -10.49], [12.40, -4.36, -12.49], [11.72, -5.29, -12.96], [13.53, -4.16, -13.01], [11.92, -3.64, -11.62], [8.27, -8.06, -13.06], [7.84, -8.49, -14.15], [9.42, -8.25, -12.72], [7.52, -7.59, -12.23], [6.97, -3.50, -8.09], [7.00, -4.21, -9.06], [7.08, -2.29, -8.23], [6.87, -3.95, -6.95], [9.90, -2.71, -6.46], [10.39, -3.42, -7.34], [9.55, -1.56, -6.70], [9.77, -3.17, -5.35], [9.26, -2.86, -10.34], [8.51, -3.36, -10.00], [8.91, -2.41, -11.11], [8.79, -9.31, -9.97], [9.35, -8.55, -9.85], [8.17, -9.05, -10.64], [11.95, -9.62, -11.29], [11.87, -10.57, -11.22], [12.32, -9.35, -10.45], [12.66, -6.91, -7.83], [12.08, -6.48, -7.20], [12.09, -7.13, -8.57], [13.43, -3.94, -9.08], [13.26, -4.86, -9.25], [14.10, -3.94, -8.39]], "gap_ev": [6.8, 3.5], "energy_ha": -4377.75755, "charge": 0, "lumo_ev": [-1.996, -5.168], "fmax_ev_per_a": 6.9, "mol_weight_g_mol": 644.3, "multiplicity": 2}

{"formula": "C7H4NO5Ru", "method": "the ωB97M-V functional and the def2-TZVPD basis", "symbols": ["O", "C", "Ru", "O", "C", "C", "O", "C", "O", "C", "O", "H", "C", "C", "N", "H", "H", "H"], "coordinates": [[-2.25, -4.66, 0.71], [-1.76, -3.63, 0.56], [0.05, 0.92, -0.43], [0.77, -1.41, 1.50], [0.49, -0.56, 0.76], [1.50, 2.02, 0.03], [2.40, 2.69, 0.31], [-0.93, 2.27, -1.50], [-1.46, 3.07, -2.14], [0.88, 0.13, -1.95], [1.38, -0.36, -2.88], [-1.23, -2.38, 0.31], [-2.06, 1.73, 3.71], [-1.49, 1.67, 2.38], [-1.11, 1.68, 1.28], [-1.34, 1.31, 4.43], [-2.98, 1.14, 3.75], [-2.27, 2.77, 3.98]], "gap_ev": [5.2, 7.1], "energy_ha": -793.97420, "relative_energy_ev": 0.848, "charge": 2, "lumo_ev": [-7.863, -12.828], "fmax_ev_per_a": 10.8, "mol_weight_g_mol": 283.2, "multiplicity": 6}

{"formula": "C6H12O2", "method": "the ωB97M-V functional and the def2-TZVPD basis", "symbols": ["C", "C", "C", "C", "C", "C", "O", "O", "H", "H", "H", "H", "H", "H", "H", "H", "H", "H", "H", "H"], "coordinates": [[-2.22, 1.20, 0.25], [-0.74, 1.45, 0.21], [-0.01, 0.17, -0.27], [0.79, 0.40, -1.50], [0.82, -0.51, 0.84], [1.25, -1.87, 0.35], [1.87, -2.09, -0.70], [1.07, -2.83, 1.25], [-2.64, 1.19, 1.32], [-2.70, 2.05, -0.12], [-2.48, 0.16, -0.19], [-0.26, 1.82, 1.20], [-0.46, 2.22, -0.46], [-0.92, -0.68, -0.51], [0.10, 1.03, -2.19], [1.87, 0.88, -1.34], [0.99, -0.48, -2.20], [1.80, -0.10, 1.22], [0.13, -0.49, 1.69], [1.74, -3.53, 1.14]], "gap_ev": 10.8, "energy_ha": -386.24807, "smiles": "CC[C@@H](C)CC(=O)O", "relative_energy_ev": 1.962, "charge": 0, "lumo_ev": 0.742, "fmax_ev_per_a": 4.2, "mol_weight_g_mol": 116.2}

{"formula": "C4H2CoO", "method": "the ωB97M-V functional and the def2-TZVPD basis", "symbols": ["C", "C", "H", "O", "C", "C", "H", "Co"], "coordinates": [[-0.66, -1.73, 0.40], [-0.16, -0.64, 0.64], [0.12, -2.16, 1.30], [-1.49, 1.94, 0.04], [-0.62, 1.46, -0.63], [0.22, 0.29, -0.45], [0.55, -0.14, -1.41], [2.05, 0.98, 0.12]], "gap_ev": [5.6, 6.5], "energy_ha": -1610.97582, "charge": 1, "lumo_ev": [-7.086, -8.593], "fmax_ev_per_a": 4.8, "mol_weight_g_mol": 125.0, "multiplicity": 5}

{"formula": "C28H42As3N2O9P2Ti", "method": "the ωB97M-V functional and the def2-TZVPD basis", "symbols": ["Ti", "C", "O", "C", "C", "C", "C", "C", "C", "N", "N", "C", "C", "O", "C", "C", "C", "C", "C", "C", "C", "C", "H", "H", "H", "H", "H", "H", "H", "H", "H", "H", "H", "H", "H", "C", "As", "C", "C", "C", "C", "C", "As", "C", "C", "C", "As", "C", "C", "H", "H", "H", "H", "H", "H", "H", "H", "H", "H", "H", "H", "H", "H", "H", "H", "H", "H", "H", "H", "H", "H", "H", "H", "H", "H", "H", "O", "P", "O", "O", "O", "P", "O", "O", "O", "H", "H"], "coordinates": [[10.70, 8.17, 15.40], [15.68, 9.99, 14.96], [14.52, 9.24, 15.21], [14.63, 7.86, 15.26], [15.82, 7.21, 14.92], [16.09, 5.99, 15.50], [15.07, 5.27, 16.14], [13.86, 5.88, 16.38], [13.59, 7.16, 15.94], [12.48, 7.95, 16.31], [12.02, 7.62, 17.49], [11.47, 8.70, 18.14], [11.05, 9.89, 17.52], [10.85, 9.81, 16.21], [10.74, 11.05, 18.29], [10.96, 11.00, 19.65], [11.29, 9.80, 20.33], [11.45, 9.75, 21.71], [11.89, 8.57, 22.34], [12.10, 7.40, 21.58], [11.99, 7.39, 20.18], [11.58, 8.61, 19.55], [16.47, 9.68, 15.64], [15.44, 11.02, 15.10], [16.07, 9.94, 13.90], [16.60, 7.72, 14.32], [17.03, 5.50, 15.35], [15.23, 4.22, 16.36], [13.08, 5.50, 17.02], [10.32, 11.94, 17.76], [10.82, 11.92, 20.27], [11.20, 10.65, 22.32], [11.99, 8.54, 23.43], [12.34, 6.43, 22.11], [12.15, 6.57, 19.47], [8.22, 10.77, 13.17], [9.79, 9.53, 13.11], [11.17, 10.96, 12.75], [9.67, 9.17, 11.13], [9.06, 7.99, 10.34], [9.30, 8.36, 8.85], [9.82, 6.72, 10.74], [10.17, 6.37, 12.70], [8.69, 5.07, 13.01], [11.60, 5.04, 12.33], [7.54, 7.89, 10.46], [6.66, 6.62, 9.08], [4.87, 7.51, 9.21], [6.41, 5.10, 10.32], [7.44, 10.24, 12.61], [8.43, 11.72, 12.54], [7.90, 11.01, 14.17], [10.66, 11.86, 12.38], [12.01, 10.64, 12.14], [11.62, 11.19, 13.72], [10.76, 9.21, 10.88], [9.29, 10.19, 10.72], [10.33, 8.82, 8.70], [8.63, 9.18, 8.53], [9.16, 7.50, 8.20], [10.84, 6.96, 10.32], [9.42, 5.89, 10.13], [8.64, 4.43, 12.07], [7.77, 5.66, 13.15], [9.01, 4.41, 13.82], [11.10, 4.06, 12.47], [12.39, 5.11, 13.05], [11.95, 5.21, 11.30], [7.17, 8.85, 10.08], [7.19, 7.74, 11.51], [4.87, 8.33, 8.49], [4.67, 7.80, 10.28], [4.07, 6.78, 8.97], [7.37, 4.56, 10.36], [5.66, 4.47, 9.87], [6.22, 5.45, 11.33], [8.97, 5.67, 18.03], [9.06, 5.48, 16.44], [9.25, 4.04, 16.16], [10.12, 6.51, 15.99], [7.74, 6.19, 15.80], [7.42, 7.77, 15.25], [6.26, 8.42, 16.08], [6.93, 7.68, 13.80], [8.58, 8.71, 15.69], [9.44, 5.02, 18.58], [5.39, 8.17, 15.70]], "gap_ev": [6.0, 6.4], "energy_ha": -10118.51341, "relative_energy_ev": 3.149, "charge": 0, "lumo_ev": [-1.746, -1.742], "fmax_ev_per_a": 3.5, "mol_weight_g_mol": 885.2, "multiplicity": 2}